DFT (wB97M-V/def2-TZVPD) results for a molecular structure, C38H43GeHgN6.

Geometry as XYZ:
```
89
Properties=species:S:1:pos:R:3:forces:R:3
Hg 0.8865 -0.2432 -0.0960 0.4587 -0.8521 0.3572
C -2.8424 -2.8884 0.7270 0.3285 1.4761 0.7045
N -2.3551 -1.4781 0.9347 0.4608 -0.9338 0.2842
C -1.9952 -1.1335 2.3414 -1.3876 1.4875 -1.0000
C -0.6421 -1.5705 2.7995 0.6347 -0.4472 0.6012
C -0.3151 -2.9194 3.0129 0.0716 -0.3352 0.1254
C 0.9491 -3.2680 3.4796 -0.3345 -1.4409 -0.1107
C 1.8705 -2.2668 3.7489 0.4616 -0.1575 0.5187
C 1.4713 -0.9560 3.5291 -0.0477 0.6233 0.5014
N 0.2391 -0.5994 3.1094 0.5444 -0.5215 -0.6678
C -3.1001 -0.4154 0.2242 -0.6668 0.6329 0.5386
C -3.3443 -0.5668 -1.2777 -0.9546 -0.4587 0.1917
C -4.1981 -1.5536 -1.8519 0.6623 0.6373 0.5552
C -4.2460 -1.6494 -3.2234 -0.1054 0.4063 -0.2150
C -3.6385 -0.6716 -3.9984 0.4509 -0.0857 -0.0252
C -3.0263 0.3668 -3.3300 -0.2047 1.0196 -1.0115
N -2.8648 0.4226 -2.0230 0.5912 -0.2923 0.7116
C -2.3123 -3.4792 -0.5499 0.2799 -0.7021 -1.2050
C -2.9721 -4.5549 -1.1954 -0.7089 0.7273 2.1051
C -2.4556 -5.1566 -2.2890 -0.4775 -1.2964 -1.6830
C -1.2468 -4.7326 -2.8086 0.4541 1.8811 0.8906
C -0.7124 -3.5755 -2.2104 0.1869 0.0267 0.5726
N -1.2081 -2.9628 -1.0828 0.4757 -0.8424 -1.2293
H -2.4934 -3.5490 1.5689 -0.5252 0.8215 -0.7214
H -3.9453 -2.8453 0.7144 0.2161 -0.4933 0.0870
H -2.0298 -0.0176 2.3475 0.3319 -0.7587 0.2359
H -2.7724 -1.4186 3.0747 0.1536 -0.2837 -0.2177
H -1.0229 -3.7542 2.9226 0.1218 0.6971 -0.2347
H 1.1269 -4.3856 3.6174 0.1164 1.7734 0.0478
H 2.8352 -2.4777 4.2454 -0.5600 0.1323 -0.6304
H 2.1692 -0.1228 3.7866 -0.6804 -0.7286 -0.3054
H -4.0995 -0.1720 0.6719 0.2581 -0.7003 -0.0009
H -2.5935 0.5607 0.3695 0.2121 -0.6965 -0.2580
H -4.8497 -2.2047 -1.2759 0.4432 0.0233 0.2073
H -4.8280 -2.4241 -3.6757 -0.2371 -0.3695 -0.2573
H -3.5973 -0.6669 -5.0814 -0.3562 -0.1779 0.0893
H -2.7473 1.2732 -3.8950 0.2152 -0.5678 0.3180
H -3.8943 -4.9312 -0.7463 0.1252 0.1889 -0.2312
H -3.0428 -5.9247 -2.8438 0.6107 0.4180 0.7735
H -0.7637 -5.2055 -3.6400 0.0615 -0.0245 -0.3204
H 0.1957 -3.0874 -2.6165 -0.5734 -0.4604 0.2046
N 3.4792 -2.8812 -2.6313 -0.4901 -2.2597 0.5375
C 4.4522 -2.1140 -1.8862 1.0992 -1.4467 1.1112
C 4.6513 -2.8018 -0.4763 -0.3317 0.0872 -0.0838
C 3.4846 -2.5473 0.5000 1.1818 1.3703 1.3041
N 2.1152 -2.5758 0.0267 -1.0278 0.2210 -1.3655
H 3.7783 -3.8640 -2.8771 -0.1903 1.7277 0.5628
H 3.1168 -2.4758 -3.4525 -0.1404 0.7709 -1.0118
H 4.1479 -1.0858 -1.7183 -0.3264 0.1429 -0.1551
H 5.4045 -2.1035 -2.4169 0.2515 0.2686 0.1569
H 5.5304 -2.4037 0.0722 -0.3151 -0.1111 -0.6254
H 4.8157 -3.8982 -0.5196 -0.0568 0.5369 -0.6126
H 3.6847 -1.5105 0.9156 -0.2888 -1.0166 -0.1720
H 3.5847 -3.2534 1.3399 0.0373 0.3544 -0.1599
H 1.5421 -3.2359 0.5348 -0.0636 -0.0009 0.0490
H 2.0996 -2.8476 -0.9688 0.0253 0.0372 0.4091
C 3.0943 2.5170 -1.4378 -0.4309 -0.5635 -0.5330
Ge 1.4735 2.2199 -0.2791 1.2242 0.8890 -0.6130
C 2.1870 3.0470 1.3418 -0.3143 -0.9788 1.0451
C 3.0349 4.1621 1.3412 -0.2412 0.1856 0.4629
C 3.5584 4.6335 2.5923 0.6164 -0.0176 -1.5716
C 3.3213 3.9456 3.7703 -1.1254 -0.1384 0.0286
C 2.4249 2.8320 3.7649 0.9997 1.3717 -0.5010
C 1.8989 2.3787 2.5586 1.1266 1.1772 0.6245
C -0.0686 3.0785 -1.0107 -0.8501 1.5427 -0.0302
C 0.0344 3.5234 -2.3189 -0.3307 -1.0512 -0.7335
C -0.6654 4.6310 -2.7913 -1.3934 1.5691 -0.8750
C -1.5353 5.4071 -1.9993 1.3582 -1.7933 -0.2906
C -1.8184 4.9250 -0.7084 0.2133 -1.2138 1.7791
C -2.8161 5.5225 0.1671 0.8069 0.0888 -0.8348
C -3.1233 4.9943 1.3990 0.2053 0.0606 -0.4912
C -2.3780 3.8858 1.8657 0.8467 -0.2870 -0.2687
C -1.3162 3.3438 1.1238 -1.6430 -0.7182 1.6312
C -1.0573 3.7274 -0.1921 -0.2526 1.9867 -1.1827
H 3.2752 3.5726 -1.7066 -0.3503 -0.3274 0.4898
H 3.0300 1.9979 -2.4002 0.0418 -0.0804 0.1708
H 3.9535 2.1289 -0.8806 -0.1222 0.1123 -0.1222
H 3.2505 4.6720 0.3719 -0.0597 -0.3147 1.1056
H 4.2513 5.5088 2.5770 -0.7590 -0.7962 0.0796
H 3.7421 4.3602 4.6959 -0.2336 -0.4608 -0.3443
H 2.1379 2.3875 4.7032 0.0792 -0.2934 0.1146
H 1.3444 1.4725 2.6405 -0.7788 -0.3177 -0.4982
H 0.5157 2.8970 -3.0982 0.3376 0.6420 0.7596
H -0.6075 4.9057 -3.8742 0.2449 -0.2765 1.0897
H -1.9731 6.3025 -2.4035 -0.2749 0.1169 0.0221
H -3.2820 6.4592 -0.1834 0.0521 -0.6824 0.1562
H -3.9291 5.4472 1.9884 0.4564 -0.2838 -0.1298
H -2.6066 3.4595 2.8472 0.1281 0.1678 -0.3399
H -0.8273 2.4580 1.5786 -0.0487 0.6573 -0.4408
```
Forces are in eV/Å.

Calculated values
Total charge: +1
Relative energy (zero: lowest compared OMol25 entry of this formula, charge and spin) (kJ/mol): 0.0
HOMO energy (Ha): -0.3695
HOMO-LUMO gap (eV): 7.0
Calculated total energy (eV): -109727.877